Density functional theory data (wB97M-V/def2-TZVPD) for a gas-phase ion, C6H8N (charge +1).

Last column: Löwdin charge in e.
Positions of all 15 atoms, in Å:
N (-0.9659, 0.6890, -0.5209)  0.074
C (-1.4232, -0.7407, -0.4479)  -0.097
C (2.0596, -0.0806, 0.4874)  0.020
C (1.4895, 1.1440, 0.5877)  -0.034
C (-0.0521, -1.4915, -0.3634)  -0.052
C (0.0227, 0.7955, 0.6756)  -0.073
C (0.8249, -0.8725, 0.3616)  -0.031
H (3.0921, -0.1719, 0.5147)  0.094
H (-1.8265, 1.2307, -0.3687)  0.175
H (-0.4209, 0.6808, 1.6996)  0.163
H (0.0086, -2.3973, -0.9774)  0.124
H (-1.9351, -1.1692, -1.3637)  0.149
H (-2.0715, -0.9589, 0.4680)  0.163
H (1.7230, 2.2052, 0.6037)  0.114
H (-0.5252, 1.1375, -1.3562)  0.211

Summary:
- Energy relative to the best compared isomer or geometry (same formula, charge and spin): 5.423 eV
- Electronic energy: -287.7570 Eh
- HOMO-LUMO gap: 0.353 Ha
- LUMO: -4.10 eV
- Maximum force: 0.09881 hartree/bohr
- SMILES: C1=C[C@H]2[NH2+]CC=C12
- Net charge: +1

Density functional theory data (wB97M-V/def2-TZVPD) for a gas-phase ion, C6H8N (charge +1).

Last column: Löwdin charge in e.
Positions of all 15 atoms, in Å:
N (-1.3072, 0.7908, -0.6241)  0.274
C (0.5326, -0.7911, 0.2379)  -0.141
C (-0.7337, -0.4853, -0.6209)  -0.195
C (1.7593, -0.1269, -0.2488)  -0.201
C (-2.1363, 0.7753, 0.3864)  0.152
C (-2.0692, -0.5896, -0.0101)  0.107
C (2.1192, 0.9882, 0.3258)  0.027
H (-2.9004, -1.0477, -0.3178)  0.116
H (2.3772, -0.6966, -1.0259)  0.142
H (3.0502, 1.6259, 0.2487)  0.108
H (-2.8294, 1.3460, 0.8491)  0.125
H (0.6779, -0.4481, 1.2630)  0.128
H (1.3561, 1.4150, 0.9088)  0.047
H (-0.5758, -0.9281, -1.6555)  0.199
H (0.6795, -1.8277, 0.2834)  0.113

Summary:
- Expectation value of S²: 2.025
- Energy relative to the best compared isomer or geometry (same formula, charge and spin): 4.494 eV
- Electronic energy: -287.5821 Eh
- HOMO-LUMO gap (spin up / spin down): 0.282 / 0.186 Ha
- LUMO (spin up / spin down): -5.66 / -8.87 eV
- Maximum force: 0.15363 hartree/bohr
- 2S+1: 3
- Net charge: +1

Density functional theory data (wB97M-V/def2-TZVPD) for C6H8N2 in the gas phase.

Last column: Löwdin charge in e.
Positions of all 16 atoms, in Å:
N (-0.9130, -1.6506, -1.6363)  -0.047
N (-0.1625, 0.4011, -1.3574)  0.120
C (0.5457, 0.1807, 0.9957)  -0.114
C (-0.5657, -0.4679, -2.2005)  -0.278
C (-0.0395, -0.3732, -0.1175)  -0.315
C (-0.6516, -1.6702, -0.2687)  -0.045
C (0.6777, 1.5295, 1.3308)  -0.174
C (1.0719, 1.8913, 2.6502)  -0.164
H (-1.8068, -2.3454, -1.7483)  0.215
H (1.1330, 1.0691, 3.2647)  0.034
H (0.2763, 2.3803, 0.6716)  0.134
H (-0.8119, -0.5971, -3.3500)  0.154
H (0.3233, 2.4736, 3.2160)  0.086
H (2.0457, 2.4947, 2.5794)  0.109
H (-0.9532, -2.4646, 0.3694)  0.097
H (1.0906, -0.8054, 1.6138)  0.187

Summary:
- Energy relative to the best compared isomer or geometry (same formula, charge and spin): 3.128 eV
- Electronic energy: -342.8190 Eh
- HOMO-LUMO gap: 0.306 Ha
- LUMO: 0.76 eV
- Maximum force: 0.12679 hartree/bohr
- SMILES: C/C=C/c1c[nH]cn1

Density functional theory data (wB97M-V/def2-TZVPD) for C6H8N2 in the gas phase.

Last column: Löwdin charge in e.
Positions of all 16 atoms, in Å:
N (1.5627, 1.4813, -0.2142)  0.070
N (1.2390, 2.1097, 0.9918)  0.008
C (0.2458, 1.4899, 1.5843)  -0.136
C (0.7258, -0.5926, -1.4429)  -0.077
C (1.1204, 0.2857, -0.1116)  -0.223
C (-0.6497, -1.2086, -0.9123)  -0.196
C (-1.1894, -0.1310, 0.0214)  -0.162
C (0.0949, 0.1683, 0.9871)  -0.255
H (1.5585, -1.2757, -1.6758)  0.097
H (0.2468, -0.4327, 1.8390)  0.130
H (-0.3439, 1.9246, 2.5296)  0.157
H (-1.7250, 0.7393, -0.5200)  0.149
H (-1.4526, -1.7781, -1.5046)  0.118
H (-0.3664, -2.0723, -0.0324)  0.162
H (0.7801, -0.0525, -2.2961)  0.051
H (-1.8470, -0.6550, 0.7567)  0.106

Summary:
- Energy relative to the best compared isomer or geometry (same formula, charge and spin): 3.687 eV
- Electronic energy: -342.7984 Eh
- HOMO-LUMO gap: 0.380 Ha
- LUMO: 0.62 eV
- Maximum force: 0.10089 hartree/bohr
- SMILES: C1=NN=C2CCC[C@H]12

Density functional theory data (wB97M-V/def2-TZVPD) for 2 unconnected molecules or ions with the total composition C6H8N2.

Last column: Löwdin charge in e.
Positions of all 16 atoms, in Å:
N (-1.2283, 1.0170, -1.9540)  0.160
N (-0.2383, 0.0903, 1.1902)  0.041
C (1.1211, 1.0680, -1.5377)  -0.018
C (0.8812, 0.5226, 1.3659)  -0.171
C (2.1287, 0.7295, 1.6860)  0.008
C (-1.4129, -0.1027, 0.9416)  -0.089
C (-0.0505, 1.2320, -1.9660)  -0.298
C (-2.0192, -1.3162, 0.2589)  -0.105
H (2.8823, 0.1421, 1.2165)  0.054
H (1.6246, 1.1590, -0.5870)  0.014
H (-2.3145, -1.0500, -0.8270)  0.087
H (-1.2084, -2.0574, 0.1365)  0.066
H (2.3310, 1.6060, 2.2615)  0.053
H (2.0012, 0.8611, -2.2720)  0.100
H (-1.7757, 1.7843, -2.2588)  0.065
H (-2.8374, -1.7343, 0.7653)  0.032

Summary:
- Energy relative to the best compared isomer or geometry (same formula, charge and spin): 6.338 eV
- Electronic energy: -342.7010 Eh
- HOMO-LUMO gap: 0.292 Ha
- LUMO: 0.51 eV
- Maximum force: 0.13677 hartree/bohr

Density functional theory data (wB97M-V/def2-TZVPD) for C6H8N2 in the gas phase.

Last column: Löwdin charge in e.
Positions of all 16 atoms, in Å:
N (-0.5027, -1.7682, -0.2404)  0.056
N (-1.1947, -0.8009, 0.4963)  -0.118
C (1.6263, -0.4852, 0.3043)  -0.194
C (0.7898, -1.5777, -0.0972)  -0.199
C (-1.0191, 0.6519, 0.5263)  -0.251
C (-2.0690, 0.0430, -0.3388)  -0.115
C (1.2960, 0.8658, -0.2904)  -0.163
C (0.1147, 1.3870, -0.1984)  -0.105
H (2.1611, 1.6191, -0.5169)  0.138
H (-2.1113, 0.0309, -1.5036)  0.139
H (-0.0981, 2.4505, -0.5830)  0.133
H (-3.1503, -0.1545, 0.0185)  0.113
H (2.7803, -0.7844, 0.2600)  0.152
H (1.3765, -0.0256, 1.3882)  0.169
H (-1.1756, 1.0225, 1.4961)  0.118
H (1.1760, -2.4741, -0.7211)  0.126

Summary:
- Energy relative to the best compared isomer or geometry (same formula, charge and spin): 4.973 eV
- Electronic energy: -342.7512 Eh
- HOMO-LUMO gap: 0.352 Ha
- LUMO: 0.87 eV
- Maximum force: 0.13347 hartree/bohr
- SMILES: C1=C[C@H]2CN2N=CC1

Density functional theory data (wB97M-V/def2-TZVPD) for C6H8N2 in the gas phase.

Last column: Löwdin charge in e.
Positions of all 16 atoms, in Å:
N (-1.0189, 1.1410, 0.6865)  0.117
N (1.9254, -0.7667, 0.0386)  0.158
C (-1.6243, -0.9144, -0.4413)  -0.116
C (0.1491, 0.8767, 0.2262)  -0.283
C (-0.3761, -1.6460, -0.0927)  -0.141
C (-1.8403, 0.3941, -0.1591)  -0.158
C (0.6713, -0.5808, 0.0330)  -0.292
C (1.2134, 1.9197, 0.2671)  -0.044
H (-0.1131, -2.3295, -0.9092)  0.121
H (-2.3939, -1.4956, -0.9340)  0.093
H (-0.4703, -2.2373, 0.8232)  0.128
H (1.8719, 1.7356, 1.1145)  0.082
H (0.7684, 2.9048, 0.3803)  0.078
H (-2.7889, 0.8712, -0.3681)  0.106
H (2.2130, -1.7442, -0.0260)  0.068
H (1.8133, 1.8714, -0.6390)  0.082

Summary:
- Energy relative to the best compared isomer or geometry (same formula, charge and spin): 2.173 eV
- Electronic energy: -342.8541 Eh
- HOMO-LUMO gap: 0.307 Ha
- LUMO: -0.01 eV
- Maximum force: 0.08162 hartree/bohr
- SMILES: [H]/N=C1\CC=CN=C1C

Density functional theory data (wB97M-V/def2-TZVPD) for C6H8N2 in the gas phase.

Last column: Löwdin charge in e.
Positions of all 16 atoms, in Å:
N (0.5641, 0.6885, -1.5334)  -0.111
N (-0.2600, 0.0210, -2.4767)  0.004
C (0.8702, 0.9383, 1.1589)  -0.064
C (-0.3321, -0.6403, -0.2705)  -0.404
C (-0.4338, -1.2598, 1.0940)  -0.025
C (-0.2007, 0.8197, -0.2044)  -0.198
C (-0.9330, -0.7778, -1.6835)  -0.120
C (0.2702, -0.3040, 1.8600)  -0.122
H (-1.2819, 1.1370, -0.2004)  0.161
H (0.6379, 1.6725, -1.9316)  0.136
H (-1.9110, -1.4256, -2.0464)  0.153
H (0.7202, -0.8270, -0.6947)  0.156
H (1.8714, 1.0240, 0.8688)  0.062
H (0.5577, -0.8337, 2.9235)  0.134
H (0.8684, 1.9526, 1.7750)  0.126
H (-1.0075, -2.1853, 1.3614)  0.112

Summary:
- Energy relative to the best compared isomer or geometry (same formula, charge and spin): 5.939 eV
- Electronic energy: -342.7157 Eh
- HOMO-LUMO gap: 0.367 Ha
- LUMO: 1.01 eV
- Maximum force: 0.12629 hartree/bohr
- SMILES: C1=C[C@H]2C=NN[C@@H]2C1